A 3-piece molecular cluster, C29H40FNO11S3 overall in a non-equilibrium geometry, computed with the ωB97M-V functional and the def2-TZVPD basis.

Summary:
* spin multiplicity: 1
* total charge: 0
* SMILES: CCOC[C@H]1OS(=O)(=O)O[C@@]1(F)CCCSC(=S)N(c1ccccc1)c1ccccc1.CCOC(=O)OC.CCOC(=O)OC
* LUMO energy: -0.0114 hartree

Positions of all 85 atoms, in Å:
C (-2.675, -1.041, 3.336)
C (-1.695, -1.682, 2.364)
O (-1.005, -0.722, 1.571)
C (0.215, -1.229, 1.068)
C (0.570, -0.590, -0.285)
O (-0.101, -1.433, -1.268)
S (-1.501, -0.813, -1.703)
O (-1.703, -0.781, -3.097)
O (-2.564, -1.285, -0.905)
O (-1.141, 0.720, -1.256)
C (0.072, 0.824, -0.597)
F (0.981, 1.250, -1.611)
C (0.227, 1.914, 0.447)
C (-0.210, 3.294, -0.138)
C (-1.288, 4.057, 0.699)
S (-2.873, 4.138, -0.210)
C (-3.836, 2.855, 0.531)
S (-3.111, 1.567, 1.215)
N (-5.285, 2.955, 0.503)
C (-5.766, 2.680, 1.844)
C (-5.531, 3.663, 2.783)
C (-5.893, 3.532, 4.099)
C (-6.553, 2.375, 4.471)
C (-6.799, 1.385, 3.559)
C (-6.390, 1.526, 2.249)
C (-5.875, 2.128, -0.508)
C (-5.142, 1.400, -1.417)
C (-5.759, 0.653, -2.397)
C (-7.123, 0.562, -2.495)
C (-7.866, 1.295, -1.583)
C (-7.255, 2.062, -0.639)
H (-2.968, -1.802, 4.067)
H (-3.589, -0.687, 2.847)
H (-2.223, -0.165, 3.815)
H (-0.938, -2.228, 2.955)
H (-2.218, -2.401, 1.715)
H (0.990, -1.085, 1.838)
H (0.071, -2.301, 0.873)
H (1.645, -0.732, -0.420)
H (1.302, 1.974, 0.652)
H (-0.263, 1.677, 1.393)
H (0.678, 3.932, -0.160)
H (-0.594, 3.151, -1.148)
H (-1.438, 3.664, 1.706)
H (-0.947, 5.092, 0.806)
H (-5.010, 4.569, 2.474)
H (-5.663, 4.319, 4.808)
H (-6.851, 2.251, 5.510)
H (-7.318, 0.489, 3.885)
H (-6.589, 0.733, 1.534)
H (-4.057, 1.403, -1.428)
H (-5.156, 0.110, -3.122)
H (-7.601, -0.048, -3.253)
H (-8.949, 1.229, -1.660)
H (-7.871, 2.626, 0.060)
C (1.925, -2.382, -3.625)
C (2.323, -3.523, -2.715)
O (3.406, -4.282, -3.270)
C (4.615, -3.761, -3.078)
O (4.859, -2.738, -2.487)
O (5.510, -4.557, -3.660)
C (6.859, -4.092, -3.568)
H (1.706, -2.748, -4.629)
H (1.046, -1.873, -3.238)
H (2.731, -1.653, -3.718)
H (1.490, -4.217, -2.606)
H (2.580, -3.167, -1.716)
H (7.134, -3.890, -2.535)
H (6.991, -3.200, -4.179)
H (7.497, -4.883, -3.953)
C (5.553, -1.390, 0.371)
C (6.556, -0.988, -0.689)
O (7.528, -0.072, -0.158)
C (8.529, -0.631, 0.518)
O (8.689, -1.809, 0.710)
O (9.328, 0.345, 0.958)
C (10.430, -0.112, 1.743)
H (5.102, -0.505, 0.825)
H (4.769, -2.007, -0.065)
H (6.035, -1.954, 1.171)
H (6.050, -0.461, -1.495)
H (7.044, -1.855, -1.127)
H (10.999, -0.874, 1.215)
H (10.076, -0.497, 2.699)
H (11.072, 0.746, 1.924)

Force components x, y, z for each atom (eV/Å):
-0.14 0.20 -0.42
0.09 -0.29 0.42
-0.10 0.26 -0.14
-0.57 0.30 0.43
-0.65 -1.37 1.25
-0.35 0.42 -0.70
-0.21 1.33 0.30
0.67 -0.36 -0.66
-0.07 -0.40 0.63
-0.34 -0.57 0.61
1.73 0.41 -0.73
-0.17 -0.15 -0.04
-0.25 0.31 0.06
-0.15 -0.18 1.01
0.44 -0.34 -0.85
-0.92 0.39 0.68
0.71 -0.52 0.34
-0.07 0.32 0.12
0.52 -0.71 -0.06
-0.07 0.66 -0.09
0.69 1.26 -0.20
-0.07 -0.13 0.06
0.00 0.36 1.35
-0.31 -0.55 0.09
-0.34 -0.76 -0.80
-0.05 0.16 -0.43
1.10 0.06 -0.22
0.27 -0.70 -0.93
-0.18 0.07 0.08
-0.84 -0.70 -0.82
-0.54 1.02 1.27
0.11 0.25 0.06
0.22 -0.12 -0.04
0.00 -0.31 0.15
-0.19 -0.01 -0.13
0.20 0.13 0.02
0.12 -0.03 -0.36
0.48 0.12 0.00
-0.18 0.39 -0.42
-0.14 -0.27 -0.06
-0.19 -0.09 -0.31
-0.14 -0.13 -0.31
0.25 0.19 0.05
-0.14 -0.13 -0.24
-0.38 -0.04 -0.14
-0.14 -0.16 -0.09
-0.10 -0.12 -0.04
-0.04 -0.05 -0.17
0.10 0.04 -0.17
0.08 0.08 0.11
-0.14 0.08 0.17
0.09 0.10 0.23
0.06 0.08 0.08
0.11 0.25 0.26
0.11 -0.05 -0.12
0.29 0.11 -0.25
-0.55 0.28 0.04
0.11 -0.09 0.17
-0.12 -0.03 -0.18
0.07 -0.07 0.00
0.01 0.01 0.08
0.28 0.00 -0.03
-0.09 -0.08 0.06
-0.02 -0.03 -0.04
0.00 0.00 0.10
0.16 -0.18 -0.10
0.18 -0.01 -0.06
-0.07 0.08 -0.02
-0.03 0.06 0.11
-0.17 -0.09 -0.04
0.08 0.01 0.32
-0.47 -0.20 -0.13
0.15 0.03 -0.07
-0.16 0.07 0.02
0.06 0.02 -0.01
0.04 -0.02 -0.04
0.23 0.03 0.14
-0.03 0.03 -0.10
0.05 0.02 -0.08
0.02 -0.05 -0.07
0.15 0.16 0.04
0.12 0.03 0.13
-0.10 -0.07 0.03
0.01 -0.12 -0.06
-0.15 0.10 -0.09